1 | Formula: C5H13NOS
Source: the OMol25 dataset
Level of theory: ωB97M-V/def2-TZVPD

Geometry as ORCA input:
```
! RIJCOSX wB97M-V def2-TZVPD def2/J DEFGRID3
* xyz 0 1
C -2.10 -0.35 -1.75
C -2.05 -0.04 -0.49
C -2.83 -0.84 0.52
C -1.17 1.06 0.03
H -2.86 -1.03 -2.02
H -1.44 0.04 -2.61
H -2.13 -1.24 1.32
H -3.71 -0.46 0.96
H -3.06 -1.74 -0.04
H -1.92 1.81 0.41
H -0.63 1.52 -0.84
H -0.59 0.95 0.87
C 3.03 -1.00 1.03
N 2.36 -0.23 -0.01
S 3.08 1.00 -0.75
O 2.19 2.33 -0.46
H 2.21 -1.20 1.86
H 3.51 -2.02 0.63
H 3.82 -0.39 1.46
H 1.79 -0.96 -0.52
H 2.49 2.77 0.40
*
```

Properties
* HOMO level: -8.61 eV
* SMILES: C=C(C)C.CNSO
* M: 135.23 g/mol



2 | Formula: C5H13NOS
Source: the OMol25 dataset
Level of theory: ωB97M-V/def2-TZVPD

Geometry as ORCA input:
```
! RIJCOSX wB97M-V def2-TZVPD def2/J DEFGRID3
* xyz 0 1
O 1.26 3.38 -0.56
C 0.25 2.66 0.28
N -0.27 1.56 -0.60
C 0.61 0.43 -0.99
C 0.07 -1.09 -1.09
C 0.17 -1.73 0.29
C -1.18 -2.25 0.78
S -1.10 -2.57 2.72
H 0.93 4.18 -0.94
H -0.67 3.20 0.52
H 0.73 2.31 1.14
H -0.50 1.94 -1.58
H 0.84 0.63 -2.06
H 1.51 0.48 -0.31
H -1.21 -1.16 -1.48
H 0.74 -1.45 -1.80
H 0.95 -2.59 0.41
H 0.45 -0.99 1.10
H -1.99 -1.48 0.40
H -1.51 -3.48 0.57
H -0.08 -1.99 3.20
*
```

Properties
* HOMO level: -8.85 eV
* SMILES: OCNCCCCS
* M: 135.23 g/mol



How far above the most stable structure does each one sit? In kJ/mol: 1 0.0; 2 100.4.



1 | Formula: C2H3FO2S
Source: the OMol25 dataset
Level of theory: ωB97M-V/def2-TZVPD

Geometry as ORCA input:
```
! RIJCOSX wB97M-V def2-TZVPD def2/J DEFGRID3
* xyz 0 1
O -1.89 0.42 1.02
C -2.22 0.56 -0.04
O -2.53 0.69 -1.12
C 1.31 0.20 0.41
S 1.56 -1.51 -0.47
F 0.23 -1.53 -1.36
H 1.17 0.04 1.49
H 0.30 0.23 0.04
H 2.07 0.91 0.03
*
```

Properties
* HOMO level: -9.08 eV
* SMILES: O=C=O.CSF
* M: 110.11 g/mol



2 | Formula: C2H3FO2S
Source: the OMol25 dataset
Level of theory: ωB97M-V/def2-TZVPD

Geometry as ORCA input:
```
! RIJCOSX wB97M-V def2-TZVPD def2/J DEFGRID3
* xyz 0 1
O 1.60 -1.22 0.72
S 1.08 -0.17 -0.10
O 1.94 0.69 -0.86
C -0.59 -0.49 -0.55
C -0.43 0.58 0.56
F -0.54 1.80 0.18
H -0.98 -1.38 -0.09
H -1.06 -0.21 -1.42
H -1.01 0.41 1.57
*
```

Properties
* HOMO level: -10.27 eV
* SMILES: O=S1(=O)C[C@@H]1F
* M: 110.11 g/mol



How far above the most stable structure does each one sit? In kJ/mol: 1 0.0; 2 247.2.



1 | Formula: C6H37N2O11
Source: the OMol25 dataset
Level of theory: ωB97M-V/def2-TZVPD

Geometry as ORCA input:
```
! RIJCOSX wB97M-V def2-TZVPD def2/J DEFGRID3
* xyz 1 1
C -2.45 2.46 0.66
C -1.91 1.30 -0.05
C -3.00 0.47 -0.96
C -2.39 -0.65 -1.70
C -1.54 -0.41 -2.69
N -0.43 -1.19 -3.00
C -2.78 -2.13 -1.29
N -1.36 0.24 0.92
H -3.49 2.18 0.90
H -2.55 3.15 -0.32
H -1.74 3.03 1.30
H -1.13 1.61 -0.91
H -3.56 0.02 0.03
H -3.67 1.03 -1.63
H -1.46 0.72 -2.95
H 0.35 -0.93 -3.27
H -0.72 -2.07 -3.31
H -3.02 -2.32 -0.26
H -3.66 -2.38 -1.97
H -1.84 -2.67 -1.48
H -2.01 -0.32 1.41
H -0.72 0.81 1.54
H -0.77 -0.39 0.41
H 3.11 1.14 4.65
H 2.77 -0.33 4.68
O 2.78 0.31 4.14
H 0.39 -1.86 4.15
H 0.12 -2.83 5.05
O 0.87 -2.40 4.83
H 1.26 1.58 -1.88
H 2.60 1.20 -2.59
O 1.98 0.99 -1.94
H 0.72 -4.86 1.47
H 0.29 -5.09 0.25
O -0.09 -5.16 1.20
H -3.48 -2.62 1.94
H -4.33 -1.39 2.52
O -3.48 -1.78 2.28
H 4.75 -1.74 -1.73
H 4.03 -0.59 -0.91
O 4.47 -0.81 -1.82
H 1.63 0.93 2.71
H 1.61 0.14 1.37
O 1.15 0.72 1.98
H 4.84 1.55 -1.29
H 4.94 1.46 0.14
O 4.26 1.42 -0.51
H 2.42 0.05 -0.48
H 1.13 -0.97 -0.75
O 1.76 -0.68 -0.06
H -0.45 3.49 -1.71
H -0.87 2.27 -2.72
O -1.19 3.01 -2.23
H 2.26 3.20 -0.90
H 2.00 4.44 -1.79
O 1.62 3.66 -1.42
*
```

Properties
* HOMO level: -11.13 eV
* M: 313.37 g/mol



2 | Formula: C6H37N2O11
Source: the OMol25 dataset
Level of theory: ωB97M-V/def2-TZVPD

Geometry as ORCA input:
```
! RIJCOSX wB97M-V def2-TZVPD def2/J DEFGRID3
* xyz 1 1
C -1.31 0.01 -1.22
C -0.03 -0.23 -0.43
C 0.64 -1.55 -0.39
C 1.61 -1.71 0.81
N 0.42 -0.12 4.06
C 1.18 -0.51 2.97
C 0.86 -1.47 2.09
N 1.00 0.84 -1.12
H -1.69 -0.71 -1.92
H -2.03 0.32 -0.46
H -1.29 1.01 -1.67
H -0.17 0.38 0.43
H -0.22 -2.23 -0.28
H 1.11 -1.97 -1.27
H 2.48 -1.06 0.68
H 1.87 -2.75 0.78
H 0.81 0.26 4.89
H -0.50 -0.52 4.04
H 2.00 0.11 2.61
H 0.14 -2.25 2.33
H 1.10 0.74 -2.13
H 1.96 0.62 -0.82
H 0.61 1.70 -0.75
H -4.48 2.46 0.08
H -3.79 1.04 -0.07
O -3.71 1.99 -0.23
H 3.46 1.73 -2.43
H 3.28 2.23 -3.68
O 2.69 1.94 -2.97
H -4.46 -0.24 1.84
H -3.07 -0.45 2.47
O -3.56 -0.52 1.65
H 4.47 0.41 -0.90
H 4.26 0.85 0.54
O 3.84 0.87 -0.34
H 3.83 0.68 3.09
H 4.61 1.96 2.87
O 4.44 1.09 2.47
H -1.20 3.48 1.33
H -2.17 2.50 0.61
O -1.22 2.73 0.72
H -2.30 -3.01 0.30
H -3.19 -2.22 -0.70
O -2.49 -2.89 -0.63
H 1.90 4.45 0.56
H 0.91 3.85 -0.20
O 0.96 4.61 0.40
H 1.47 -0.44 -4.75
H 0.97 -1.29 -3.62
O 1.10 -0.37 -3.86
H -1.20 -3.84 -2.02
H -0.12 -4.75 -2.11
O -0.23 -3.79 -2.12
H -5.19 -1.87 0.08
H -5.51 -0.90 -1.11
O -4.82 -1.20 -0.51
*
```

Properties
* HOMO level: -10.64 eV
* M: 313.37 g/mol



How far above the most stable structure does each one sit? In kJ/mol: 1 453.8; 2 0.0.



1 | Formula: C2H4NPS
Source: the OMol25 dataset
Level of theory: ωB97M-V/def2-TZVPD

Geometry as ORCA input:
```
! RIJCOSX wB97M-V def2-TZVPD def2/J DEFGRID3
* xyz 0 1
C -0.83 -0.11 0.03
C -0.18 0.93 -0.87
N 0.59 -0.04 -0.21
P 2.06 -0.48 0.27
S 1.40 -2.07 2.43
H -0.98 0.30 1.04
H -1.29 -1.13 -0.17
H -0.29 0.71 -1.92
H -0.47 1.90 -0.58
*
```

Properties
* HOMO level (spin up / spin down): -7.91 / -7.91 eV
* M: 105.10 g/mol



2 | Formula: C2H4NPS
Source: the OMol25 dataset
Level of theory: ωB97M-V/def2-TZVPD

Geometry as ORCA input:
```
! RIJCOSX wB97M-V def2-TZVPD def2/J DEFGRID3
* xyz 0 1
C 0.17 -0.59 -0.19
C -0.85 0.59 0.33
N 1.48 -0.31 -0.16
P 2.74 0.47 -0.36
S -2.38 0.42 -0.51
H 0.06 -1.55 0.38
H -0.10 -1.01 -1.10
H -0.93 0.47 1.41
H -0.18 1.51 0.19
*
```

Properties
* HOMO level (spin up / spin down): -8.97 / -6.84 eV
* M: 105.10 g/mol



How far above the most stable structure does each one sit? In kJ/mol: 1 110.6; 2 0.0.



1 | Formula: C10H18N2O5
Source: the OMol25 dataset
Level of theory: ωB97M-V/def2-TZVPD

Geometry as ORCA input:
```
! RIJCOSX wB97M-V def2-TZVPD def2/J DEFGRID3
* xyz 0 1
C -2.60 -1.03 0.21
C -1.26 -0.19 -0.04
C -3.73 -0.34 -0.66
C -5.05 -0.98 -0.51
C -3.94 1.11 -0.57
C 0.95 0.63 0.96
C 0.99 2.06 0.29
C 1.78 -0.47 0.30
C 3.26 0.10 0.05
C 4.20 -1.11 -0.33
H -4.06 -1.15 1.96
H -3.12 -2.86 1.29
H -2.22 -2.04 -0.33
H -3.49 -0.32 -1.70
H -4.80 -1.87 -1.07
H -5.61 -0.29 -1.33
H -5.26 -1.39 0.57
H -4.87 1.50 -1.10
H -2.94 1.71 -1.09
H -3.92 1.52 0.53
H -0.79 -0.30 1.76
H 1.17 0.80 1.93
H 1.24 -1.01 -0.54
H 1.95 -1.17 1.22
H 3.71 0.21 1.03
H 3.24 1.03 -0.54
H 5.78 -1.59 -1.22
H 0.22 1.23 -1.27
N -3.00 -1.61 1.54
N -0.53 0.15 0.97
O -1.16 0.10 -1.24
O 1.75 2.70 1.02
O 3.84 -2.26 -0.20
O 5.46 -0.69 -0.78
O 0.22 2.32 -0.80
*
```

Properties
* HOMO level: -9.65 eV
* M: 246.26 g/mol



2 | Formula: C10H18N2O5
Source: the OMol25 dataset
Level of theory: ωB97M-V/def2-TZVPD

Geometry as ORCA input:
```
! RIJCOSX wB97M-V def2-TZVPD def2/J DEFGRID3
* xyz 0 1
C -1.54 0.04 3.24
C -1.41 0.56 1.80
C 0.08 0.70 1.34
C 1.01 1.47 2.34
C 0.19 1.58 0.09
N 0.09 3.06 0.33
C -0.97 1.21 -0.82
O -1.91 1.95 -1.01
N -1.02 -0.08 -1.31
C 0.19 -0.79 -1.57
C -0.14 -2.30 -1.51
C 1.11 -3.18 -1.39
O 2.22 -2.79 -1.07
O 0.97 -4.49 -1.68
C 0.68 -0.28 -2.95
O -0.09 -0.06 -3.88
O 2.02 -0.23 -3.04
H -1.15 0.78 4.01
H -0.98 -0.89 3.31
H -2.62 -0.11 3.42
H -1.96 -0.06 1.04
H -1.67 1.62 1.85
H 0.59 -0.23 1.26
H 1.13 0.97 3.35
H 2.02 1.54 1.90
H 0.69 2.59 2.47
H 1.24 1.50 -0.35
H 0.36 3.57 -0.51
H -0.85 3.28 0.64
H -1.81 -0.29 -1.88
H 0.95 -0.58 -0.86
H -0.69 -2.53 -0.60
H -0.74 -2.61 -2.39
H 1.81 -4.98 -1.57
H 2.20 0.04 -3.98
*
```

Properties
* HOMO level: -9.29 eV
* SMILES: CC[C@H](C)[C@H](N)C(=O)N[C@@H](CC(=O)O)C(=O)O
* M: 246.26 g/mol



How far above the most stable structure does each one sit? In kJ/mol: 1 579.7; 2 0.0.



1 | Formula: C3H7N3
Source: the OMol25 dataset
Level of theory: ωB97M-V/def2-TZVPD

Geometry as ORCA input:
```
! RIJCOSX wB97M-V def2-TZVPD def2/J DEFGRID3
* xyz 0 1
H 1.65 -1.16 -0.18
N 0.97 -1.91 -0.24
C -0.20 -1.53 0.12
N -0.47 -0.42 1.14
C -0.37 0.87 0.59
C 0.63 1.31 -0.43
N -0.61 0.69 -0.89
H -1.05 -2.22 0.09
H -1.30 -0.56 1.70
H -0.99 1.64 1.06
H 1.54 0.77 -0.64
H 0.73 2.38 -0.59
H -0.53 0.13 -1.74
*
```

Properties
* HOMO level: -8.17 eV
* SMILES: [H]/N=C\N[C@H]1CN1
* M: 85.11 g/mol



2 | Formula: C3H7N3
Source: the OMol25 dataset
Level of theory: ωB97M-V/def2-TZVPD

Geometry as ORCA input:
```
! RIJCOSX wB97M-V def2-TZVPD def2/J DEFGRID3
* xyz 0 1
N -1.71 0.68 -2.43
C -1.11 0.66 -1.44
C -0.27 0.59 -0.23
N 1.14 0.83 -0.52
C -0.42 -0.78 0.44
N 0.28 -0.74 1.71
H -0.60 1.35 0.49
H 1.43 0.27 -1.32
H 1.29 1.80 -0.74
H -1.49 -0.98 0.61
H -0.06 -1.55 -0.27
H 0.27 -1.65 2.15
H 1.25 -0.48 1.54
*
```

Properties
* HOMO level: -9.77 eV
* SMILES: N#C[C@H](N)CN
* M: 85.11 g/mol



3 | Formula: C3H7N3
Source: the OMol25 dataset
Level of theory: ωB97M-V/def2-TZVPD

Geometry as ORCA input:
```
! RIJCOSX wB97M-V def2-TZVPD def2/J DEFGRID3
* xyz 0 1
N 1.41 1.22 0.95
C 0.39 0.18 0.93
C -0.38 0.09 -0.34
N 0.18 0.63 -1.38
C -2.23 -1.93 -0.67
N -2.79 -2.94 -0.83
H 1.43 1.68 1.85
H 2.33 0.84 0.78
H -0.33 0.29 1.75
H 0.79 -0.85 1.07
H -1.56 -0.93 -0.51
H 1.02 1.20 -1.31
H -0.25 0.52 -2.29
*
```

Properties
* HOMO level: -8.95 eV
* M: 85.11 g/mol



How far above the most stable structure does each one sit? In kJ/mol: 1 335.1; 2 0.0; 3 231.7.



1 | Formula: CH4N6O
Source: the OMol25 dataset
Level of theory: ωB97M-V/def2-TZVPD

Geometry as ORCA input:
```
! RIJCOSX wB97M-V def2-TZVPD def2/J DEFGRID3
* xyz 0 1
N -0.95 0.30 1.61
N -0.66 0.53 0.18
N -0.34 1.84 -0.16
N 0.71 1.78 -0.97
N 1.02 0.60 -1.35
C 0.25 -0.27 -0.52
N 0.21 -1.53 -0.46
O 1.18 -2.17 -1.26
H -0.17 -0.24 2.02
H -1.82 -0.28 1.67
H -0.23 2.52 0.63
H 0.80 -3.07 -1.41
*
```

Properties
* HOMO level: -8.51 eV
* SMILES: Nn1[nH]nn/c1=N\O
* M: 116.08 g/mol



2 | Formula: CH4N6O
Source: the OMol25 dataset
Level of theory: ωB97M-V/def2-TZVPD

Geometry as ORCA input:
```
! RIJCOSX wB97M-V def2-TZVPD def2/J DEFGRID3
* xyz 0 1
N -1.92 0.20 0.33
N -0.83 1.01 0.58
C 0.30 0.58 0.36
N 1.55 1.04 0.92
N 2.39 0.38 0.37
N 1.86 -0.53 -0.56
N 0.39 -0.56 -0.40
O -0.24 -0.33 -1.61
H -2.78 0.76 0.57
H -1.76 -0.66 1.00
H 2.15 -1.51 -0.22
H -1.11 -0.39 -1.34
*
```

Properties
* HOMO level: -9.05 eV
* SMILES: N/N=c1/nn[nH]n1O
* M: 116.08 g/mol



How far above the most stable structure does each one sit? In kJ/mol: 1 0.0; 2 88.7.



1 | Formula: C6H9NS
Source: the OMol25 dataset
Level of theory: ωB97M-V/def2-TZVPD

Geometry as ORCA input:
```
! RIJCOSX wB97M-V def2-TZVPD def2/J DEFGRID3
* xyz 0 1
C -1.06 -1.63 -0.93
C -0.34 -0.47 -0.05
C 1.29 -0.37 0.35
C 0.92 1.17 0.12
C -0.23 1.54 1.06
C 0.22 0.58 -1.01
H -0.47 -1.68 -2.07
H -1.10 -2.80 -0.42
H -1.97 -1.13 -1.17
H 1.33 -0.91 1.33
H 1.87 -0.77 -0.48
H 1.88 1.77 -0.17
H -0.90 2.42 0.91
H 0.22 1.71 2.01
H -0.91 -0.42 2.02
N -0.98 0.21 1.09
S 0.22 0.76 -2.60
*
```

Properties
* HOMO level: -8.38 eV
* M: 127.21 g/mol



2 | Formula: C6H9NS
Source: the OMol25 dataset
Level of theory: ωB97M-V/def2-TZVPD

Geometry as ORCA input:
```
! RIJCOSX wB97M-V def2-TZVPD def2/J DEFGRID3
* xyz 0 1
C -1.44 -1.53 -0.69
C -1.17 -0.16 -1.22
C 0.24 0.14 -0.87
C 0.43 0.35 0.66
C 1.66 1.08 1.02
S 2.90 1.71 0.08
C 1.70 1.36 2.38
N 1.64 1.48 3.56
H -1.35 -2.26 -1.54
H -0.63 -1.66 0.03
H -2.38 -1.67 -0.21
H -1.39 0.00 -2.26
H -1.76 0.51 -0.53
H 0.50 1.08 -1.33
H 0.94 -0.67 -1.21
H 0.52 -0.64 1.08
H -0.43 0.87 1.07
*
```

Properties
* HOMO level: -9.55 eV
* SMILES: CCCCC(=S)C#N
* M: 127.21 g/mol



3 | Formula: C6H9NS
Source: the OMol25 dataset
Level of theory: ωB97M-V/def2-TZVPD

Geometry as ORCA input:
```
! RIJCOSX wB97M-V def2-TZVPD def2/J DEFGRID3
* xyz 0 1
C -1.47 0.30 1.48
S -0.92 0.24 -0.09
C -2.12 -0.01 -1.12
C 0.30 -1.17 -0.55
C 1.50 -1.05 0.20
C 2.05 0.15 0.45
C 1.39 1.34 -0.09
N 0.17 1.63 -0.30
H -0.75 0.82 2.22
H -2.44 -0.01 1.63
H -1.84 -0.61 -1.87
H -3.01 0.65 -1.20
H 0.44 -0.90 -1.66
H -0.30 -2.10 -0.46
H 1.88 -1.79 0.89
H 3.05 0.27 0.63
H 2.06 2.25 -0.15
*
```

Properties
* HOMO level: -7.76 eV
* SMILES: C=S1(=C)CC=CC=N1
* M: 127.21 g/mol



How far above the most stable structure does each one sit? In kJ/mol: 1 247.7; 2 0.0; 3 484.5.